Molecular formula: C60H45BaN3O6P2SSe
Method: DFT, wB97M-V/def2-TZVPD

Each line ends with the Löwdin charge.
Atoms and positions in Å:
1 Ba -1.7076 0.4452 -0.6113  1.950
2 O -0.4431 -0.3828 1.0840  -1.155
3 S 0.4017 -1.6803 1.2507  0.907
4 C -0.0635 -4.0117 -0.7342  -0.224
5 C -0.0477 -5.2175 -0.0558  -0.064
6 C 1.0536 -6.0770 -0.0157  -0.025
7 C 2.1536 -5.7315 -0.7451  -0.171
8 C 3.4810 -6.4148 -0.9249  -0.118
9 C 4.1720 -5.6388 -2.0677  -0.117
10 C 3.3038 -4.4253 -2.2701  -0.170
11 C 3.4460 -3.3402 -3.0849  -0.021
12 C 2.4617 -2.3436 -3.0269  -0.086
13 C 1.3335 -2.4098 -2.2278  -0.223
14 P 0.3548 -0.8506 -2.1354  0.986
15 C 1.6939 0.4161 -2.1390  -0.360
16 C 1.3850 1.6764 -2.6574  -0.099
17 C 2.3098 2.7025 -2.6170  -0.093
18 C 3.5408 2.5063 -2.0076  -0.124
19 C 3.8193 1.2899 -1.4037  -0.098
20 C 2.8991 0.2570 -1.4614  -0.093
21 C -0.1728 -0.7611 -3.8850  -0.319
22 C -1.4462 -1.1984 -4.2304  -0.082
23 C -1.8946 -1.1266 -5.5367  -0.067
24 C -1.0614 -0.6461 -6.5306  -0.093
25 C 0.2099 -0.2141 -6.1994  -0.088
26 C 0.6479 -0.2568 -4.8892  -0.103
27 C 1.0842 -3.6026 -1.4856  -0.078
28 C 2.1390 -4.5394 -1.4921  -0.085
29 C 1.7621 -1.3314 2.2589  -0.409
30 C 2.4298 -2.5168 2.5864  -0.131
31 C 3.4907 -2.5891 3.4708  -0.045
32 C 3.9497 -1.4159 4.0169  -0.191
33 C 5.0530 -1.1564 5.0057  -0.130
34 C 5.1751 0.3843 5.0517  -0.121
35 C 4.0436 0.8848 4.1970  -0.176
36 C 3.6550 2.1497 3.8756  -0.028
37 C 2.5270 2.3044 3.0589  -0.110
38 C 1.7845 1.2547 2.5383  -0.232
39 P 0.1708 1.7436 1.7612  1.093
40 C -0.7084 1.6602 3.3829  -0.310
41 C -0.3377 2.4904 4.4380  -0.102
42 C -0.9917 2.4259 5.6544  -0.093
43 C -2.0323 1.5289 5.8320  -0.109
44 C -2.3931 0.6843 4.7974  -0.084
45 C -1.7287 0.7416 3.5841  -0.081
46 C 0.3676 3.5656 1.5751  -0.384
47 C 1.2675 3.9664 0.5853  -0.108
48 C 1.2958 5.2656 0.1246  -0.086
49 C 0.3996 6.1958 0.6294  -0.109
50 C -0.5152 5.8112 1.5940  -0.098
51 C -0.5379 4.5058 2.0565  -0.111
52 C 2.2304 -0.0801 2.7741  -0.109
53 C 3.3555 -0.2051 3.6306  -0.092
54 H -0.9395 -5.5069 0.4800  0.039
55 H 1.0092 -6.9843 0.5697  0.105
56 H 4.0617 -6.3257 -0.0027  0.114
57 H 3.3651 -7.4785 -1.1383  0.109
58 H 5.2000 -5.3619 -1.8230  0.110
59 H 4.2033 -6.2318 -2.9862  0.113
60 H 4.2930 -3.2294 -3.7487  0.106
61 H 2.6115 -1.4657 -3.6382  0.091
62 H 0.4183 1.8522 -3.1115  0.082
63 H 2.0666 3.6605 -3.0611  0.105
64 H 4.2704 3.3063 -1.9806  0.091
65 H 4.7598 1.1422 -0.8868  0.096
66 H 3.1242 -0.6892 -0.9852  0.107
67 H -2.1088 -1.5826 -3.4724  0.085
68 H -2.9056 -1.4297 -5.7738  0.108
69 H -1.4076 -0.5905 -7.5541  0.094
70 H 0.8640 0.1797 -6.9657  0.094
71 H 1.6232 0.1469 -4.6569  0.095
72 H 2.0458 -3.4185 2.1303  0.091
73 H 3.9235 -3.5454 3.7265  0.104
74 H 4.7857 -1.5636 5.9868  0.108
75 H 5.9944 -1.6272 4.7103  0.105
76 H 5.0991 0.7669 6.0725  0.108
77 H 6.1358 0.7159 4.6463  0.111
78 H 4.1693 3.0263 4.2474  0.105
79 H 2.2273 3.3154 2.8327  0.084
80 H 0.4587 3.2059 4.2997  0.097
81 H -0.6761 3.0650 6.4695  0.094
82 H -2.5607 1.4920 6.7752  0.090
83 H -3.1893 -0.0314 4.9434  0.097
84 H -1.9937 0.0674 2.7858  0.083
85 H 1.9448 3.2295 0.1736  0.093
86 H 1.9992 5.5548 -0.6447  0.097
87 H 0.4075 7.2136 0.2642  0.090
88 H -1.2296 6.5292 1.9790  0.094
89 H -1.2704 4.2130 2.7967  0.092
90 O -6.7832 1.8466 -5.5623  -0.053
91 C -6.8958 0.8233 -4.8766  -0.715
92 O -7.8157 -0.0073 -4.8527  -0.064
93 C -5.7200 0.5449 -3.8808  -0.092
94 C -5.7817 -0.5177 -2.9837  -0.005
95 C -4.7602 -0.6820 -2.0702  -0.130
96 N -3.6949 0.1112 -2.0055  -0.111
97 C -3.6066 1.1011 -2.8941  -0.223
98 C -4.5922 1.3536 -3.8358  0.058
99 C -2.3257 1.8943 -2.7897  -0.728
100 O -1.6468 2.0661 -3.8011  0.041
101 O -2.0314 2.2802 -1.6285  -0.398
102 H -6.6353 -1.1808 -3.0180  0.107
103 H -4.7743 -1.4952 -1.3540  0.094
104 H -4.4987 2.1802 -4.5253  0.125
105 O -1.4180 -2.2568 -1.5279  -0.316
106 C -1.2771 -3.1830 -0.7246  -0.936
107 Se -2.6151 -3.5615 0.4943  0.592
108 C -4.9883 -0.4723 1.8126  -0.004
109 C -4.5188 0.9307 1.7335  -0.403
110 N -3.5377 1.3870 0.9962  -0.049
111 C -3.4724 2.7313 1.2001  -0.150
112 C -4.4302 3.0998 2.0927  -0.089
113 N -5.0920 1.9458 2.4301  0.100
114 H -4.2092 -1.1388 1.4450  0.026
115 H -5.8727 -0.6098 1.1868  0.086
116 H -5.2437 -0.7411 2.8373  0.076
117 H -2.7505 3.3169 0.6716  0.091
118 H -4.6908 4.0490 2.5128  0.099
119 H -5.8634 1.8767 3.0732  0.152

For the highest occupied orbital energy, the calculation gives -2.06 eV. The charge is -2. The multiplicity is 1. The calculation puts the energy relative to the best compared isomer or geometry (same formula, charge and spin) at 0.0 kJ/mol. For the lowest unoccupied orbital energy, the calculation gives 3.6 eV. The maximum force is 4.82 eV/Å.

***

Molecular formula: C60H50BBaBrN8O3P2
Method: DFT, wB97M-V/def2-TZVPD

Each line ends with the Löwdin charge.
Atoms and positions in Å:
1 Ba 0.3844 -2.0390 -1.1412  1.819
2 O 0.2518 2.7865 2.7312  -0.062
3 C -0.7750 3.6677 2.9692  -0.268
4 C -0.6699 4.8403 3.7023  -0.017
5 C -1.8107 5.6198 3.8641  -0.082
6 C -3.0163 5.2264 3.2946  -0.094
7 C -3.0777 4.0717 2.5265  -0.076
8 C -1.9470 3.2889 2.3372  -0.269
9 P -1.7074 1.8380 1.2667  1.159
10 C -1.5185 0.5160 2.4974  -0.358
11 C -2.4142 0.2424 3.5324  -0.095
12 C -2.1186 -0.7351 4.4685  -0.103
13 C -0.9230 -1.4395 4.3846  -0.072
14 C -0.0272 -1.1756 3.3618  -0.059
15 C -0.3264 -0.2004 2.4210  -0.150
16 C -3.3546 1.6123 0.5302  -0.369
17 C -4.0596 0.4127 0.5663  -0.081
18 C -5.2355 0.2597 -0.1578  -0.089
19 C -5.7271 1.3056 -0.9258  -0.106
20 C -5.0248 2.5025 -0.9784  -0.100
21 C -3.8466 2.6470 -0.2696  -0.128
22 C 1.2571 2.5407 3.5991  -0.261
23 C 1.1294 2.7884 4.9528  -0.021
24 C 2.2128 2.5346 5.7737  -0.083
25 C 3.3933 2.0395 5.2499  -0.093
26 C 3.4905 1.7364 3.9013  -0.078
27 C 2.4229 1.9498 3.0369  -0.237
28 P 2.3420 1.3894 1.2771  1.160
29 C 4.0422 0.8029 0.9749  -0.366
30 C 4.4734 -0.3305 1.6645  -0.126
31 C 5.6956 -0.9108 1.3783  -0.068
32 C 6.5041 -0.3807 0.3831  -0.093
33 C 6.0758 0.7275 -0.3285  -0.090
34 C 4.8525 1.3136 -0.0369  -0.104
35 C 2.3071 3.0033 0.4045  -0.372
36 C 1.2842 3.1820 -0.5201  -0.114
37 C 1.1586 4.3796 -1.2074  -0.082
38 C 2.0589 5.4082 -0.9782  -0.095
39 C 3.0802 5.2391 -0.0547  -0.089
40 C 3.2000 4.0437 0.6345  -0.097
41 H 0.2784 5.1229 4.1363  0.118
42 H -1.7525 6.5333 4.4408  0.099
43 H -3.9058 5.8240 3.4346  0.096
44 H -4.0138 3.7879 2.0579  0.099
45 H -3.3424 0.7986 3.6029  0.110
46 H -2.8187 -0.9502 5.2646  0.102
47 H -0.6944 -2.2010 5.1176  0.107
48 H 0.9023 -1.7229 3.2813  0.087
49 H 0.3824 0.0025 1.6271  -0.002
50 H -3.6904 -0.4144 1.1598  0.091
51 H -5.7651 -0.6832 -0.1159  0.105
52 H -6.6462 1.1876 -1.4853  0.097
53 H -5.3858 3.3213 -1.5883  0.100
54 H -3.2898 3.5763 -0.3478  0.109
55 H 0.1986 3.1654 5.3520  0.117
56 H 2.1267 2.7265 6.8338  0.101
57 H 4.2414 1.8641 5.8947  0.097
58 H 4.4090 1.3062 3.5168  0.096
59 H 3.8400 -0.7954 2.4099  0.093
60 H 5.9957 -1.7985 1.9175  0.108
61 H 7.4534 -0.8433 0.1501  0.096
62 H 6.6868 1.1371 -1.1215  0.098
63 H 4.5288 2.1710 -0.6114  0.092
64 H 0.5753 2.3818 -0.6831  0.057
65 H 0.3513 4.5091 -1.9168  0.097
66 H 1.9640 6.3435 -1.5132  0.096
67 H 3.7819 6.0419 0.1302  0.097
68 H 3.9904 3.9164 1.3646  0.112
69 B 0.5267 -1.7874 -5.0275  -0.398
70 N -0.9618 -2.0275 -4.5573  -0.087
71 C -2.0286 -2.1896 -5.3463  -0.117
72 C -3.1035 -2.5866 -4.5742  -0.086
73 C -2.5781 -2.6326 -3.2825  -0.197
74 N -1.2953 -2.3013 -3.2873  -0.094
75 N 1.2284 -0.5785 -4.3038  -0.085
76 C 1.6878 0.5472 -4.8586  -0.124
77 C 2.3889 1.2670 -3.9068  -0.083
78 C 2.2914 0.4752 -2.7614  -0.184
79 N 1.6031 -0.6294 -3.0144  -0.127
80 H 0.4684 -1.5007 -6.1979  0.064
81 H 1.1665 -2.7785 -4.8083  0.063
82 H -1.9387 -2.0249 -6.4049  0.109
83 H -4.1025 -2.8093 -4.8981  0.081
84 H -3.0637 -2.8884 -2.3547  0.106
85 H 1.4911 0.7469 -5.8968  0.113
86 H 2.8911 2.2092 -4.0219  0.088
87 H 2.6923 0.6471 -1.7742  0.087
88 Br -5.0021 -4.5912 4.0444  0.662
89 C -3.6537 -4.5391 2.7013  -0.707
90 C -3.0586 -3.3266 2.3741  -0.143
91 C -2.0809 -3.2952 1.4049  -0.033
92 C -1.6432 -4.4650 0.7456  -0.304
93 C -2.2838 -5.6695 1.0931  -0.033
94 C -3.2745 -5.7032 2.0572  -0.149
95 N -0.6149 -4.3399 -0.1555  -0.111
96 C 0.0726 -5.4069 -0.5633  -0.150
97 C 1.2214 -5.3419 -1.4011  -0.295
98 C 1.9389 -6.5304 -1.7020  -0.052
99 C 3.0846 -6.4760 -2.4403  -0.102
100 C 3.5547 -5.2344 -2.8999  -0.092
101 C 2.8060 -4.1194 -2.5900  -0.184
102 N 1.6779 -4.1505 -1.8859  -0.103
103 H -3.3449 -2.4118 2.8873  0.079
104 H -1.6279 -2.3393 1.1737  0.073
105 H -2.0221 -6.5891 0.5911  0.092
106 H -3.7556 -6.6396 2.3066  0.093
107 H -0.1665 -6.4042 -0.1928  0.095
108 H 1.5680 -7.4740 -1.3212  0.101
109 H 3.6297 -7.3857 -2.6645  0.095
110 H 4.4650 -5.1424 -3.4733  0.086
111 H 3.1174 -3.1397 -2.9300  0.096
112 O 2.9945 -3.2206 2.5291  0.009
113 C 2.3734 -2.6345 1.6964  -0.637
114 N 1.7715 -2.0181 0.8883  -0.182
115 O -1.1080 0.4355 -1.4827  -0.252
116 N -1.6098 0.9010 -2.5706  -0.192
117 C -0.8996 1.7678 -3.3303  -0.018
118 C -1.4237 2.2638 -4.5010  -0.044
119 C -2.6912 1.8780 -4.9142  -0.068
120 C -3.4038 0.9943 -4.1169  -0.045
121 C -2.8543 0.5241 -2.9487  -0.030
122 H 0.0903 1.9768 -2.9515  0.103
123 H -0.8145 2.9389 -5.0828  0.111
124 H -3.1081 2.2494 -5.8385  0.101
125 H -4.3904 0.6503 -4.3890  0.114
126 H -3.3353 -0.1627 -2.2659  0.124

For the highest occupied orbital energy (alpha / beta), the calculation gives -2.73 / -5.15 eV. The charge is -1. The multiplicity is 2. As for the expectation value of S²: 0.773. The calculation puts the energy relative to the best compared isomer or geometry (same formula, charge and spin) at 139.7 kJ/mol. For the lowest unoccupied orbital energy (alpha / beta), the calculation gives 2.1 / 2.1 eV. The maximum force is 1.58 eV/Å.